C45H105N3O9 | ωB97M-V/def2-TZVPD

LUMO energy   0.01750 hartree
Gap between HOMO and LUMO   8.6 eV
Highest occupied orbital energy   -8.144 eV
Relative energy (zero: lowest compared OMol25 entry of this formula, charge and spin)   50.5 kcal per mole
SMILES string   CC1(C)CCCC(C)(C)N1O.CC1(C)CCCC(C)(C)N1O.CC1(C)CCCC(C)(C)N1O.CC(C)O.CC(C)O.CC(C)O.CC(C)O.CC(C)O.CC(C)O
E_tot   -71259.799 eV

The geometry in ORCA input format:
```
! wB97M-V def2-TZVPD RIJCOSX def2/J DEFGRID3
* xyz 0 1
C 8.906 16.592 16.359
C 8.409 15.282 16.873
C 8.214 14.409 15.638
C 8.061 12.934 15.973
C 9.156 12.370 16.958
C 9.428 13.247 18.211
N 9.526 14.660 17.673
O 9.932 15.627 18.637
C 8.317 13.095 19.267
C 10.786 12.776 18.807
C 7.042 15.452 17.647
H 8.051 17.054 15.852
H 9.644 16.565 15.590
H 9.190 17.223 17.217
H 7.376 14.781 14.974
H 9.099 14.623 15.024
H 7.930 12.352 15.030
H 7.081 12.750 16.521
H 9.989 12.105 16.319
H 8.879 11.358 17.317
H 7.386 13.300 18.807
H 8.355 12.118 19.748
H 8.485 13.859 20.093
H 10.715 11.724 19.089
H 11.584 12.969 18.095
H 10.949 13.370 19.728
H 6.405 14.649 17.372
H 6.553 16.378 17.281
H 7.094 15.595 18.757
H 9.312 15.469 19.386
C 9.654 15.051 11.549
C 10.099 16.261 10.664
C 9.612 15.914 9.177
C 9.689 17.130 8.233
C 8.815 18.223 8.850
C 9.161 18.620 10.309
N 9.298 17.354 11.064
O 9.330 17.603 12.403
C 10.342 19.600 10.296
C 7.925 19.380 10.915
C 11.575 16.438 10.669
H 8.580 14.951 11.475
H 9.956 15.188 12.630
H 10.149 14.149 11.260
H 10.308 15.194 8.711
H 8.598 15.492 9.185
H 9.190 16.829 7.321
H 10.790 17.314 8.133
H 7.796 17.923 8.806
H 8.853 19.167 8.320
H 9.951 20.656 10.025
H 10.735 19.808 11.324
H 11.157 19.453 9.575
H 6.992 18.795 10.853
H 8.112 19.712 11.965
H 7.760 20.249 10.355
H 12.066 15.443 10.693
H 11.942 16.987 11.507
H 11.997 16.960 9.772
H 8.506 17.122 12.758
C 14.566 10.474 11.746
C 14.459 11.450 10.572
C 14.218 12.878 11.035
C 14.312 13.930 9.922
C 15.656 13.770 9.300
C 15.972 12.348 8.723
N 15.720 11.480 9.831
O 16.044 10.167 9.466
C 15.279 12.007 7.370
C 17.526 12.268 8.468
C 13.368 10.877 9.649
H 14.804 9.447 11.521
H 13.601 10.511 12.224
H 15.295 10.909 12.388
H 13.257 13.093 11.529
H 15.013 13.145 11.774
H 14.308 14.978 10.297
H 13.429 13.816 9.234
H 16.337 13.836 10.160
H 15.852 14.564 8.654
H 14.917 12.987 6.950
H 15.931 11.625 6.590
H 14.409 11.347 7.331
H 17.838 12.981 7.709
H 17.993 12.513 9.398
H 17.849 11.272 8.055
H 12.447 10.981 10.258
H 13.461 9.824 9.260
H 13.183 11.508 8.711
H 15.404 9.902 8.841
C 14.029 12.967 20.557
C 14.337 14.192 21.486
C 15.809 14.552 21.495
O 13.522 15.283 21.337
H 14.132 13.161 19.485
H 13.084 12.558 20.780
H 14.851 12.271 20.815
H 14.117 13.765 22.438
H 16.051 15.082 22.397
H 16.065 15.159 20.629
H 16.459 13.706 21.393
H 13.391 15.422 20.426
C 12.543 18.038 18.706
C 13.309 16.873 17.956
C 14.725 17.100 18.329
O 12.875 15.568 18.440
H 13.031 18.946 18.311
H 12.783 17.876 19.798
H 11.414 17.943 18.538
H 13.282 16.780 16.897
H 15.056 18.019 17.856
H 15.311 16.327 17.892
H 14.888 17.267 19.400
H 11.889 15.545 18.755
C 10.697 19.643 14.738
C 12.154 19.898 14.312
C 13.130 20.166 15.429
O 12.645 18.731 13.576
H 10.022 19.255 13.916
H 10.319 20.574 15.191
H 10.546 18.903 15.527
H 12.073 20.724 13.572
H 12.697 21.011 15.980
H 14.111 20.558 15.146
H 13.406 19.347 16.068
H 13.133 18.069 14.133
C 14.484 14.500 15.166
C 13.757 15.480 14.279
C 12.243 15.473 14.425
O 14.287 16.781 14.494
H 14.363 14.877 16.168
H 15.568 14.588 14.866
H 14.065 13.456 15.158
H 13.955 15.219 13.274
H 11.845 16.313 13.922
H 11.933 15.575 15.516
H 11.863 14.451 14.148
H 14.797 16.913 13.705
C 17.336 18.496 13.223
C 17.043 17.328 12.264
C 17.488 16.041 12.955
O 15.594 17.267 12.065
H 18.345 18.438 13.497
H 16.695 18.418 14.130
H 17.189 19.462 12.718
H 17.535 17.279 11.326
H 17.155 15.174 12.439
H 17.164 15.971 13.988
H 18.586 16.044 12.992
H 15.264 18.158 11.745
C 14.525 21.854 10.655
C 14.235 20.378 10.453
C 15.015 19.794 9.255
O 14.657 19.675 11.705
H 15.622 21.984 10.675
H 14.139 22.260 11.575
H 14.076 22.533 9.877
H 13.190 20.139 10.238
H 15.983 19.505 9.592
H 15.087 20.565 8.474
H 14.559 18.945 8.738
H 13.902 19.573 12.253
*
```